Entry 1:
Entry from OMol25: a cluster of 2 separate species, C3H3BrO2 in total in a non-equilibrium geometry (ωB97M-V with the def2-TZVPD basis set).

Structure (XYZ):
```
9
C3H3BrO2 (ωB97M-V with the def2-TZVPD basis set)
C 0.436 1.718 -0.602
C -0.032 -0.825 0.405
C 0.175 0.332 -0.387
O 0.393 2.585 0.261
O -0.239 -0.810 -1.012
Br 3.206 0.318 -0.080
H 0.610 2.120 -1.664
H 0.900 -1.208 0.725
H -0.858 -0.874 1.088
```

Properties
E_LUMO (spin up / spin down)	-3.19 / -3.20	eV
energy above the lowest of the compared OMol25 structures with the same formula, charge and spin	376.0	kJ/mol
HOMO (spin up / spin down)	-9.428 / -9.427	eV
net charge	0
orbital gap (spin up / spin down)	6.23 / 6.23	eV

Entry 2:
Entry from OMol25: an isolated molecule of C16H21N3 (ωB97M-V with the def2-TZVPD basis set).

Structure (XYZ):
```
40
C16H21N3 (ωB97M-V with the def2-TZVPD basis set)
C 6.165 -1.571 1.042
C 4.664 -1.738 0.844
C 4.351 -2.643 -0.346
C 2.858 -2.740 -0.659
C 2.067 -3.496 0.406
C 0.583 -3.625 0.034
C -0.083 -2.281 -0.017
C -0.362 -1.661 -1.230
C -0.942 -0.408 -1.269
C -1.256 0.258 -0.086
C -1.868 1.584 -0.123
N -2.117 2.129 -1.315
C -2.670 3.320 -1.348
C -3.005 4.031 -0.189
N -3.517 5.303 -0.222
C -2.702 3.368 1.008
N -2.150 2.177 1.039
C -0.980 -0.360 1.132
C -0.402 -1.612 1.161
H 6.371 -0.927 1.894
H 6.620 -1.127 0.159
H 6.636 -2.536 1.219
H 4.230 -2.159 1.753
H 4.207 -0.759 0.679
H 4.866 -2.248 -1.226
H 4.748 -3.643 -0.155
H 2.733 -3.253 -1.616
H 2.446 -1.734 -0.767
H 2.145 -2.975 1.361
H 2.492 -4.495 0.529
H 0.497 -4.121 -0.935
H 0.087 -4.249 0.782
H -0.122 -2.168 -2.153
H -1.158 0.073 -2.210
H -2.861 3.735 -2.331
H -3.961 5.638 0.617
H -3.939 5.603 -1.085
H -2.921 3.823 1.967
H -1.228 0.158 2.045
H -0.195 -2.086 2.111
```

Properties
E_LUMO	0.82	eV
SMILES	CCCCCCc1ccc(-c2ncc(N)cn2)cc1
energy above the lowest of the compared OMol25 structures with the same formula, charge and spin	0.0	kJ/mol
HOMO	-7.850	eV
net charge	0
orbital gap	8.67	eV

Entry 3:
Entry from OMol25: an isolated molecule of C2H6O2 in a non-equilibrium geometry (ωB97M-V with the def2-TZVPD basis set).

Structure (XYZ):
```
10
C2H6O2 (ωB97M-V with the def2-TZVPD basis set)
O 0.105 1.546 -0.323
C -0.344 0.264 -0.677
C 0.233 -0.908 0.242
O -0.427 -0.747 1.469
H 0.878 1.576 -0.385
H -0.230 0.091 -1.746
H -1.388 0.577 -0.525
H 0.144 -2.025 -0.248
H 1.415 -0.527 0.365
H -0.387 0.152 1.828
```

Properties
E_LUMO	0.94	eV
SMILES	OCCO
energy above the lowest of the compared OMol25 structures with the same formula, charge and spin	304.6	kJ/mol
HOMO	-9.977	eV
net charge	0
orbital gap	10.92	eV

Entry 4:
Entry from OMol25: a cluster of 12 separate species, C48H128N8O16 in total in a non-equilibrium geometry (ωB97M-V with the def2-TZVPD basis set).

Structure (XYZ):
```
200
C48H128N8O16 (ωB97M-V with the def2-TZVPD basis set)
C 2.542 2.621 -5.202
O 1.821 2.568 -6.438
C 0.571 3.199 -6.369
C -0.314 2.804 -7.599
C 0.049 3.441 -8.945
N -1.705 3.088 -7.338
H 2.756 3.661 -4.954
H 3.541 2.254 -5.440
H 2.127 2.064 -4.362
H -0.081 2.898 -5.549
H 0.661 4.274 -6.208
H -0.144 1.728 -7.547
H 0.250 4.512 -8.961
H -0.659 3.185 -9.734
H 1.021 2.986 -9.133
H -2.033 2.434 -6.641
H -2.176 2.721 -8.152
C 0.255 1.178 7.559
O -1.052 1.594 7.765
C -1.699 0.932 8.862
C -3.081 1.503 9.216
C -2.954 2.898 9.704
N -3.729 0.760 10.307
H 0.307 0.092 7.489
H 0.933 1.427 8.376
H 0.580 1.727 6.676
H -1.862 -0.101 8.552
H -1.051 0.722 9.713
H -3.734 1.422 8.348
H -2.619 3.452 8.827
H -2.141 3.026 10.419
H -3.915 3.286 10.041
H -3.316 1.273 11.073
H -3.275 -0.142 10.326
C 2.824 5.930 -3.102
O 1.749 4.959 -3.198
C 0.981 4.859 -2.005
C -0.257 4.007 -2.286
C -1.256 4.569 -3.312
N -0.944 3.668 -1.003
H 3.268 6.030 -4.093
H 3.637 5.729 -2.405
H 2.586 6.960 -2.838
H 1.482 4.499 -1.107
H 0.614 5.867 -1.813
H 0.139 3.118 -2.777
H -0.791 4.696 -4.290
H -1.711 5.532 -3.080
H -2.144 3.948 -3.428
H -0.183 3.401 -0.395
H -1.361 4.473 -0.558
C -4.949 2.067 2.104
O -4.982 1.579 0.716
C -3.729 1.740 0.038
C -3.759 1.172 -1.426
C -4.184 -0.290 -1.527
N -2.488 1.345 -2.089
H -3.996 1.869 2.594
H -5.710 1.499 2.639
H -5.172 3.133 2.124
H -3.437 2.790 0.055
H -2.979 1.164 0.579
H -4.586 1.691 -1.911
H -3.498 -0.888 -0.927
H -4.202 -0.639 -2.559
H -5.172 -0.332 -1.068
H -1.822 0.710 -1.671
H -1.978 2.206 -1.952
C 0.372 -0.044 -3.050
O 0.552 -0.367 -1.674
C 1.462 0.538 -1.104
C 1.861 -0.236 0.193
N 1.002 0.020 1.356
C -0.317 -0.572 1.245
C -1.180 -0.094 2.392
O -0.612 -0.581 3.616
C -1.339 -0.138 4.809
H 0.496 1.002 -3.331
H -0.647 -0.333 -3.309
H 1.073 -0.506 -3.744
H 0.921 1.449 -0.847
H 2.287 0.788 -1.771
H 2.878 0.026 0.486
H 1.929 -1.323 0.153
H 1.490 -0.399 2.135
H -0.282 -1.659 1.323
H -0.852 -0.460 0.302
H -2.222 -0.405 2.310
H -1.202 0.995 2.395
H -0.832 -0.562 5.675
H -2.429 -0.124 4.779
H -1.069 0.909 4.948
C 0.308 -4.813 -6.130
O -0.370 -4.437 -4.938
C 0.412 -3.807 -3.934
C -0.387 -3.621 -2.573
N -0.577 -4.874 -1.919
C -1.312 -4.786 -0.664
C -1.478 -6.165 -0.012
O -2.477 -6.928 -0.763
C -2.496 -8.305 -0.454
H -0.428 -5.464 -6.601
H 1.217 -5.395 -5.978
H 0.561 -3.990 -6.800
H 0.649 -2.817 -4.325
H 1.295 -4.404 -3.708
H -1.243 -3.004 -2.848
H 0.256 -2.952 -2.002
H -1.075 -5.474 -2.561
H -2.272 -4.292 -0.811
H -0.805 -4.174 0.081
H -1.693 -6.089 1.053
H -0.550 -6.732 -0.095
H -1.546 -8.747 -0.753
H -3.244 -8.761 -1.102
H -2.703 -8.436 0.609
C -3.388 6.099 -0.003
O -2.136 5.566 0.381
C -1.899 5.579 1.812
C -1.207 4.304 2.275
N 0.193 4.385 1.896
C 0.970 3.227 2.412
C 2.452 3.289 1.990
O 3.227 4.217 2.703
C 4.605 4.120 2.402
H -3.657 5.860 -1.032
H -3.574 7.156 0.190
H -4.188 5.623 0.564
H -2.807 5.790 2.378
H -1.185 6.358 2.080
H -1.596 3.369 1.871
H -1.291 4.163 3.353
H 0.641 5.242 2.190
H 0.485 2.402 1.890
H 0.891 2.981 3.471
H 2.475 3.530 0.927
H 2.950 2.320 2.012
H 5.021 3.153 2.688
H 5.083 4.992 2.849
H 4.717 4.266 1.328
C 2.683 -0.575 4.314
O 3.379 -0.959 3.140
C 3.685 -2.347 2.889
C 2.439 -3.244 2.822
N 2.775 -4.524 2.192
C 1.555 -5.339 1.846
C 2.008 -6.745 1.317
O 0.959 -7.699 1.482
C 1.250 -8.956 0.980
H 2.792 0.463 4.627
H 3.135 -1.058 5.181
H 1.635 -0.873 4.308
H 4.423 -2.722 3.598
H 4.123 -2.437 1.895
H 1.659 -2.797 2.205
H 2.005 -3.328 3.818
H 3.357 -4.384 1.378
H 0.948 -4.791 1.127
H 0.913 -5.506 2.711
H 2.894 -7.009 1.895
H 2.382 -6.608 0.302
H 2.087 -9.304 1.584
H 1.533 -8.941 -0.073
H 0.471 -9.701 1.144
C -2.046 -1.140 -5.984
C -3.143 -0.072 -5.766
O -2.723 1.158 -5.135
H -1.438 -1.368 -5.108
H -1.313 -0.789 -6.710
H -2.389 -2.081 -6.415
H -3.888 -0.488 -5.088
H -3.652 0.279 -6.664
H -2.698 1.047 -4.182
C 3.913 -2.443 -1.941
C 3.196 -3.729 -1.571
O 3.853 -4.441 -0.532
H 4.904 -2.681 -2.325
H 3.889 -1.682 -1.161
H 3.352 -2.066 -2.797
H 3.119 -4.422 -2.409
H 2.171 -3.544 -1.251
H 4.688 -4.752 -0.891
C -1.288 -4.157 3.535
C -2.685 -3.491 3.328
O -2.959 -3.252 1.918
H -1.108 -4.318 4.598
H -0.415 -3.567 3.256
H -1.316 -5.130 3.046
H -2.821 -2.536 3.835
H -3.519 -4.103 3.672
H -3.907 -3.148 1.808
C 4.518 2.782 -1.860
C 5.390 1.745 -1.068
O 6.661 1.685 -1.714
H 4.352 2.414 -2.873
H 4.960 3.778 -1.861
H 3.512 2.776 -1.440
H 4.883 0.780 -1.070
H 5.543 2.148 -0.067
H 7.280 2.198 -1.190
```

Properties
E_LUMO	0.39	eV
SMILES	COC[C@H](C)N.COC[C@H](C)N.COC[C@H](C)N.COC[C@H](C)N.COCCNCCOC.COCCNCCOC.COCCNCCOC.COCCNCCOC.CCO.CCO.CCO.CCO
energy above the lowest of the compared OMol25 structures with the same formula, charge and spin	0.0	kJ/mol
HOMO	-8.514	eV
net charge	0
orbital gap	8.90	eV

Number 1: E -77292.3675 eV. Number 2: E -21403.8725 eV. Number 3: E -6263.0983 eV. Number 4: E -96521.6763 eV.